Entry 1:
{
  "formula": "C4H6INO",
  "method": "ωB97M-V/def2-TZVPD",
  "elements": ["C", "C", "C", "C", "N", "O", "I", "H", "H", "H", "H", "H", "H"],
  "xyz": [[-0.159, 0.377, -0.113], [-1.347, -0.024, 0.024], [0.954, -0.789, 0.037], [0.294, 1.773, 0.152], [0.210, -1.973, -0.345], [-0.951, -2.154, 0.273], [-3.313, 0.495, 0.065], [1.844, -0.671, -0.583], [1.179, -0.892, 1.137], [0.996, 2.231, -0.664], [0.908, 1.650, 1.003], [-0.727, 2.238, 0.321], [0.110, -2.261, -1.307]],
  "orbital_gap_ev": [7.94, 8.39],
  "max_force_ev_per_a": 3.68,
  "multiplicity": 1,
  "relative_energy_kcal_mol": 138.1,
  "mol_weight_g_mol": 211.00,
  "charge": 0,
  "homo_energy_ev": [-7.75, -8.28]
}

---

Entry 2:
{
  "formula": "C4H6KO3",
  "method": "ωB97M-V/def2-TZVPD",
  "elements": ["K", "C", "C", "C", "O", "C", "O", "O", "H", "H", "H", "H", "H", "H"],
  "xyz": [[-3.463, -3.144, 0.381], [0.154, 1.338, -1.201], [0.513, 0.000, -0.606], [1.199, 0.048, 0.759], [0.154, -0.265, 1.704], [-0.872, -0.787, 1.049], [-1.884, -1.178, 1.578], [-0.738, -0.669, -0.275], [1.044, 1.969, -1.246], [-0.553, 1.851, -0.545], [-0.275, 1.267, -2.197], [1.096, -0.614, -1.287], [1.724, 0.964, 1.009], [1.900, -0.781, 0.875]],
  "orbital_gap_ev": 10.86,
  "max_force_ev_per_a": 1.38,
  "multiplicity": 1,
  "relative_energy_kcal_mol": 2.4,
  "mol_weight_g_mol": 141.19,
  "charge": 1,
  "homo_energy_ev": -14.67
}

---

Entry 3:
{
  "formula": "C4H6KO7",
  "method": "ωB97M-V/def2-TZVPD",
  "elements": ["O", "C", "C", "O", "C", "O", "O", "H", "H", "H", "H", "H", "O", "C", "O", "O", "K", "H"],
  "xyz": [[-1.534, -0.656, 0.319], [-0.579, -0.523, 1.300], [-0.345, 0.948, 1.629], [-1.508, 1.508, 2.252], [-1.935, 0.785, 3.259], [-1.660, -0.417, 3.269], [-2.971, 1.318, 3.838], [-1.939, -1.532, 0.331], [-0.452, -1.450, 1.864], [-0.208, 1.539, 0.718], [0.488, 1.034, 2.333], [-3.411, 0.680, 4.419], [0.468, -0.493, -1.680], [1.403, -0.737, -0.786], [1.095, -1.001, 0.450], [2.583, -0.563, -1.101], [4.466, -2.280, 0.011], [-0.413, -0.704, -1.312]],
  "orbital_gap_ev": 9.67,
  "max_force_ev_per_a": 4.32,
  "multiplicity": 1,
  "relative_energy_kcal_mol": 40.3,
  "mol_weight_g_mol": 205.18,
  "charge": 1,
  "homo_energy_ev": -13.15
}

---

Entry 4:
{
  "formula": "C4H6LiO3",
  "method": "ωB97M-V/def2-TZVPD",
  "elements": ["C", "O", "O", "O", "Li", "C", "C", "C", "H", "H", "H", "H", "H", "H"],
  "xyz": [[1.716, 0.471, -0.191], [0.999, -0.665, -0.397], [1.080, 1.552, -0.221], [2.908, 0.224, 0.130], [2.701, -1.634, -0.321], [-0.660, -0.423, -0.257], [-0.858, 0.824, -1.044], [-1.113, -0.366, 1.182], [-0.968, -1.336, -0.786], [-0.637, 0.773, -2.112], [-1.467, 1.628, -0.626], [-0.755, -1.242, 1.739], [-2.211, -0.348, 1.228], [-0.735, 0.541, 1.677]],
  "s_squared": 0.755,
  "orbital_gap_ev": [6.05, 8.41],
  "max_force_ev_per_a": 2.75,
  "multiplicity": 2,
  "relative_energy_kcal_mol": 19.8,
  "mol_weight_g_mol": 109.03,
  "charge": 0,
  "homo_energy_ev": [-6.78, -9.17]
}

---

Entry 5:
{
  "formula": "C4H6LuO3",
  "method": "ωB97M-V/def2-TZVPD",
  "elements": ["C", "C", "O", "H", "H", "H", "O", "C", "O", "Lu", "C", "H", "H", "H"],
  "xyz": [[-0.255, 0.973, 2.083], [0.681, 0.424, 1.226], [-0.254, 0.773, 3.331], [-0.062, 2.038, 1.593], [1.451, -0.267, 1.579], [-0.618, 1.510, 3.856], [0.348, 0.245, -0.197], [1.006, -0.481, -1.067], [0.299, -0.906, -2.030], [2.622, -2.601, -1.131], [-1.085, -0.488, -2.270], [-1.712, -0.653, -1.390], [-1.035, 0.580, -2.499], [-1.388, -1.147, -3.084]],
  "s_squared": 0.759,
  "orbital_gap_ev": [5.63, 7.29],
  "max_force_ev_per_a": 5.17,
  "multiplicity": 2,
  "relative_energy_kcal_mol": 46.3,
  "mol_weight_g_mol": 277.06,
  "charge": 4,
  "homo_energy_ev": [-26.24, -27.89]
}

---

Entry 6:
{
  "formula": "C4H6MgO",
  "method": "ωB97M-V/def2-TZVPD",
  "elements": ["H", "C", "C", "C", "H", "H", "H", "C", "O", "Mg", "H", "H"],
  "xyz": [[-2.933, -0.657, 1.228], [-2.571, 1.299, -0.195], [-2.334, 0.401, 0.745], [-1.391, -0.630, 0.963], [-3.352, 2.049, -0.064], [-1.810, 1.525, -0.946], [-0.897, -0.682, 1.937], [-0.674, -1.808, -0.233], [-0.004, -0.634, -0.202], [1.941, -0.035, -0.378], [-0.148, -2.670, 0.191], [-1.393, -1.959, -1.045]],
  "s_squared": 0.751,
  "orbital_gap_ev": [7.63, 8.48],
  "max_force_ev_per_a": 4.63,
  "multiplicity": 2,
  "relative_energy_kcal_mol": 47.0,
  "mol_weight_g_mol": 94.40,
  "charge": 1,
  "homo_energy_ev": [-11.65, -13.61]
}

---

Entry 7:
{
  "formula": "C4H6MgO5Pb",
  "method": "ωB97M-V/def2-TZVPD",
  "elements": ["O", "C", "C", "O", "C", "Pb", "H", "H", "H", "H", "H", "H", "O", "C", "O", "O", "Mg"],
  "xyz": [[-1.625, 1.564, 0.647], [-2.466, 0.554, 0.205], [-1.763, -0.368, -0.786], [-0.489, -0.706, -0.201], [0.291, -1.615, -0.849], [0.222, 1.025, 0.939], [-3.364, 0.948, -0.311], [-2.836, -0.067, 1.047], [-1.564, 0.144, -1.740], [-2.329, -1.292, -0.970], [1.354, -1.652, -0.619], [-0.226, -2.362, -1.454], [1.811, 0.087, 2.023], [2.688, 0.641, 1.265], [2.195, 1.348, 0.260], [3.923, 0.393, 1.255], [4.178, 1.358, -0.710]],
  "s_squared": 0.754,
  "orbital_gap_ev": [4.26, 3.82],
  "max_force_ev_per_a": 7.50,
  "multiplicity": 2,
  "relative_energy_kcal_mol": 0.0,
  "mol_weight_g_mol": 365.59,
  "charge": -1,
  "homo_energy_ev": [-1.44, -1.42]
}

---

Entry 8:
{
  "formula": "C4H6N2",
  "method": "ωB97M-V/def2-TZVPD",
  "elements": ["N", "C", "C", "C", "C", "N", "H", "H", "H", "H", "H", "H"],
  "xyz": [[-1.413, -1.349, 2.323], [-0.771, -0.649, 1.661], [0.055, 0.243, 0.834], [0.889, -0.472, -0.262], [0.067, 0.330, -1.293], [-0.625, 1.033, -0.199], [0.635, 0.879, 1.511], [1.955, -0.245, -0.228], [0.751, -1.554, -0.295], [-0.559, -0.282, -1.953], [0.650, 1.025, -1.906], [-1.634, 1.042, -0.192]],
  "smiles": "N#C[C@H]1CCN1",
  "orbital_gap_ev": 10.48,
  "max_force_ev_per_a": 1.12,
  "multiplicity": 1,
  "relative_energy_kcal_mol": 36.5,
  "mol_weight_g_mol": 82.11,
  "charge": 0,
  "homo_energy_ev": -9.55
}

---

Entry 9:
{
  "formula": "C4H6N2",
  "method": "ωB97M-V/def2-TZVPD",
  "elements": ["C", "C", "C", "N", "N", "C", "H", "H", "H", "H", "H", "H"],
  "xyz": [[0.011, -0.517, 1.865], [0.288, -0.300, 0.427], [0.252, 0.663, -0.698], [-0.903, 0.756, -1.656], [-1.292, -0.167, -2.338], [0.881, -0.668, -0.667], [0.697, -1.276, 2.252], [0.169, 0.411, 2.423], [-1.014, -0.853, 2.046], [0.771, 1.628, -0.648], [-1.275, 1.726, -1.759], [1.416, -1.402, -1.248]],
  "orbital_gap_ev": 8.71,
  "max_force_ev_per_a": 0.63,
  "multiplicity": 1,
  "relative_energy_kcal_mol": 111.2,
  "mol_weight_g_mol": 82.11,
  "charge": 0,
  "homo_energy_ev": -7.75
}